# C23H49FN2NbO4

A molecular structure, C23H49FN2NbO4 at a distorted geometry (the ωB97M-V functional and the def2-TZVPD basis, the Open Molecules 2025 dataset).

Summary:
HOMO energy (alpha / beta) = -4.697 / -4.697 eV
Total charge = -1
Frontier orbital gap (alpha / beta) = 6.9858 / 6.4753 eV
Multiplicity = 3
E_tot = -40076.204 eV

Geometry (Å):
C 0.33 1.31 2.86
C 1.02 2.60 2.30
O 1.41 2.59 1.13
O 1.25 3.77 3.02
C 0.02 4.37 3.55
C -0.87 5.08 2.45
C -1.90 4.13 1.72
Nb -3.74 3.61 2.94
F -2.89 4.12 4.76
H 1.15 0.63 3.25
H -0.15 0.73 2.03
H -0.41 1.49 3.68
H -0.51 3.56 4.12
H 0.37 5.17 4.27
H -1.38 5.96 2.92
H -0.19 5.50 1.65
H -1.47 3.18 1.32
H -2.26 4.70 0.81
H -3.09 1.87 3.00
H -5.28 3.12 3.82
H -4.35 5.34 2.79
H -4.61 3.14 1.40
C -1.20 -5.05 2.68
C -1.94 -3.70 2.75
C -3.40 -3.87 2.29
C -3.54 -4.02 0.78
C -2.87 -2.85 0.07
C -1.40 -2.66 0.48
N -1.21 -2.65 1.97
O -1.61 -1.46 2.42
C -0.55 -3.76 -0.18
C -0.88 -1.36 -0.16
C -1.96 -3.40 4.27
H -1.81 -5.84 3.13
H -0.98 -5.39 1.67
H -0.25 -5.01 3.22
H -4.00 -3.00 2.61
H -3.85 -4.73 2.79
H -3.11 -4.97 0.46
H -4.60 -4.05 0.52
H -2.94 -3.00 -1.01
H -3.45 -1.94 0.28
H 0.44 -3.82 0.28
H -0.40 -3.56 -1.24
H -1.01 -4.75 -0.14
H -1.47 -0.48 0.11
H -0.91 -1.43 -1.25
H 0.16 -1.18 0.12
H -0.94 -3.24 4.64
H -2.39 -4.24 4.82
H -2.56 -2.52 4.52
C 2.58 2.25 -1.99
C 2.85 0.75 -2.23
C 4.33 0.52 -2.58
C 4.68 0.95 -4.00
C 3.76 0.26 -5.00
C 2.27 0.48 -4.70
N 1.92 0.21 -3.27
O 1.87 -1.12 -3.11
C 1.88 1.92 -5.09
C 1.43 -0.39 -5.67
C 2.60 0.13 -0.83
H 3.35 2.67 -1.33
H 2.59 2.86 -2.89
H 1.61 2.41 -1.51
H 4.58 -0.54 -2.47
H 4.97 1.06 -1.87
H 4.60 2.04 -4.09
H 5.72 0.69 -4.22
H 3.99 0.62 -6.01
H 3.99 -0.81 -5.00
H 0.92 2.20 -4.67
H 1.80 2.02 -6.18
H 2.62 2.66 -4.80
H 1.68 -1.45 -5.60
H 1.62 -0.10 -6.70
H 0.36 -0.28 -5.47
H 1.55 0.24 -0.54
H 3.20 0.64 -0.08
H 2.86 -0.93 -0.78